{"formula": "C36H21Br5Cl5N4O4SbTi", "method": "ωB97M-V with the def2-TZVPD basis set", "elements": ["Ti", "C", "C", "C", "C", "C", "C", "N", "Sb", "C", "C", "C", "C", "C", "C", "N", "C", "C", "C", "C", "C", "C", "N", "H", "H", "H", "H", "H", "H", "H", "H", "H", "H", "H", "H", "H", "H", "H", "H", "H", "H", "Cl", "C", "C", "C", "Cl", "C", "Cl", "C", "Cl", "C", "Cl", "Br", "C", "C", "Br", "C", "Br", "C", "O", "C", "O", "C", "Br", "Br", "C", "C", "N", "C", "C", "C", "C", "O", "O", "H", "H", "H"], "xyz": [[0.66, 1.30, -0.59], [-1.42, -3.13, -2.76], [-2.36, -2.05, -2.30], [-3.47, -1.69, -3.06], [-4.31, -0.71, -2.59], [-4.02, -0.10, -1.38], [-2.86, -0.48, -0.70], [-2.07, -1.45, -1.15], [-2.68, 0.69, 1.14], [-1.98, -0.83, 2.48], [-2.85, -1.88, 2.76], [-2.42, -2.90, 3.60], [-1.14, -2.82, 4.13], [-0.34, -1.72, 3.81], [1.06, -1.60, 4.34], [-0.77, -0.75, 3.01], [-1.00, 2.04, 1.61], [-1.21, 2.48, 2.91], [-0.51, 3.58, 3.38], [0.34, 4.25, 2.53], [0.53, 3.77, 1.24], [1.46, 4.47, 0.30], [-0.11, 2.67, 0.82], [-1.00, -2.87, -3.74], [-0.60, -3.23, -2.05], [-1.94, -4.08, -2.86], [-3.64, -2.18, -4.02], [-5.18, -0.41, -3.16], [-4.65, 0.69, -1.00], [-3.84, -1.92, 2.32], [-3.06, -3.74, 3.83], [-0.75, -3.60, 4.77], [1.59, -2.55, 4.24], [1.60, -0.83, 3.78], [1.06, -1.33, 5.39], [-1.92, 1.96, 3.55], [-0.66, 3.92, 4.40], [0.87, 5.14, 2.84], [1.14, 4.36, -0.73], [1.52, 5.53, 0.56], [2.46, 4.04, 0.38], [-2.54, 3.46, -0.98], [-2.12, 2.41, -2.33], [-1.01, 1.58, -2.23], [-0.77, 0.83, -3.38], [0.65, -0.17, -3.44], [-1.61, 0.81, -4.49], [-1.30, -0.23, -5.84], [-2.74, 1.62, -4.51], [-3.83, 1.58, -5.84], [-2.99, 2.45, -3.42], [-4.39, 3.46, -3.43], [7.56, 1.33, -0.32], [5.76, 1.65, -0.82], [5.46, 2.12, -2.09], [6.83, 2.47, -3.35], [4.12, 2.34, -2.44], [3.61, 2.97, -4.15], [3.11, 2.09, -1.54], [1.81, 2.27, -1.79], [3.41, 1.63, -0.22], [2.39, 1.46, 0.57], [4.74, 1.41, 0.11], [5.07, 0.74, 1.84], [3.86, -5.32, 2.09], [2.28, -4.42, 1.55], [1.05, -5.01, 1.80], [-0.10, -4.43, 1.46], [-0.05, -3.24, 0.88], [1.15, -2.59, 0.58], [2.35, -3.20, 0.92], [1.18, -1.26, -0.10], [2.12, -0.95, -0.82], [0.18, -0.48, 0.13], [0.99, -5.98, 2.28], [-0.99, -2.76, 0.61], [3.29, -2.71, 0.68]], "lowdin_charge": [1.03, -0.03, -0.33, -0.03, -0.07, -0.16, -0.43, 0.10, 1.53, -0.46, -0.13, -0.08, -0.05, -0.34, -0.02, 0.10, -0.43, -0.15, -0.05, -0.02, -0.29, 0.00, -0.05, 0.06, 0.07, 0.08, 0.12, 0.11, 0.07, 0.09, 0.10, 0.11, 0.07, 0.08, 0.08, 0.08, 0.11, 0.11, 0.08, 0.09, 0.09, 0.65, -0.68, -0.20, -0.67, 0.76, -0.71, 0.66, -0.73, 0.66, -0.73, 0.65, 0.67, -0.76, -0.76, 0.67, -0.64, 0.75, -0.40, -0.25, -0.45, -0.18, -0.64, 0.73, 0.72, -0.67, -0.20, 0.09, -0.09, -0.09, -0.03, -0.58, 0.04, -0.17, 0.10, 0.10, 0.12], "homo_ev": [-4.853, -4.877], "total_energy_ha": -18165.42435, "spin_multiplicity": 2, "s2": 0.75, "orbital_gap_ev": [6.99, 7.00], "fmax_ev_per_a": 0.759, "total_charge": -1}

***

{"formula": "CH5NO2S2", "method": "ωB97M-V with the def2-TZVPD basis set", "elements": ["C", "N", "O", "O", "S", "S", "H", "H", "H", "H", "H"], "xyz": [[0.66, 1.14, 0.06], [0.29, -1.49, -0.46], [0.45, -0.89, 1.80], [2.56, -0.83, 0.51], [-0.52, 1.61, 1.03], [1.15, -0.55, 0.58], [-2.41, 1.52, -1.74], [-1.69, 1.75, -1.68], [-0.65, -1.30, -0.56], [0.66, -1.50, -1.35], [-0.51, 0.55, 1.80]], "lowdin_charge": [-0.58, -0.03, -0.40, -0.29, 0.84, 0.47, 0.03, 0.00, 0.05, 0.04, -0.13], "homo_ev": -10.055, "total_energy_ha": -1042.54066, "spin_multiplicity": 1, "orbital_gap_ev": 8.79, "fmax_ev_per_a": 3.194}

***

{"formula": "C4H6INO", "method": "ωB97M-V with the def2-TZVPD basis set", "elements": ["N", "C", "O", "C", "I", "C", "C", "H", "H", "H", "H", "H", "H"], "xyz": [[-0.78, -0.36, -2.16], [-0.82, -0.38, -0.82], [-1.68, -0.95, -0.23], [0.42, 0.42, 0.09], [1.74, 1.57, -1.17], [0.94, -0.49, 1.21], [0.00, 0.73, 1.46], [-0.06, 0.18, -2.73], [-1.73, -0.59, -2.52], [1.94, -0.59, 1.57], [0.50, -1.46, 1.20], [-0.93, 0.41, 2.00], [0.45, 1.52, 2.09]], "lowdin_charge": [0.11, -0.55, 0.07, -0.73, 0.83, -0.15, -0.18, 0.05, 0.14, 0.09, 0.09, 0.12, 0.11], "homo_ev": -9.404, "smiles": "NC(=O)C1(I)CC1", "total_energy_ha": -583.65706, "spin_multiplicity": 1, "orbital_gap_ev": 9.65, "fmax_ev_per_a": 3.613}

***

{"formula": "C11H18OS", "method": "ωB97M-V with the def2-TZVPD basis set", "elements": ["C", "C", "C", "C", "C", "C", "C", "C", "C", "C", "C", "O", "S", "H", "H", "H", "H", "H", "H", "H", "H", "H", "H", "H", "H", "H", "H", "H", "H", "H", "H"], "xyz": [[0.96, 1.00, -1.47], [-1.35, 0.96, 0.09], [-1.59, -0.92, 1.61], [-2.51, 0.12, -0.57], [-1.90, -2.03, 0.53], [0.69, -0.64, 0.31], [-0.53, 0.09, 0.99], [-2.13, -1.32, -0.78], [1.69, 0.41, -0.32], [2.74, -0.45, -1.06], [2.37, 1.10, 0.83], [-2.13, -1.75, -1.89], [1.40, 2.60, -1.70], [-0.70, 1.32, -0.91], [-1.56, 1.81, 0.62], [-2.57, -0.37, 1.91], [-1.12, -1.34, 2.57], [-3.32, 0.33, 0.10], [-2.76, 0.70, -1.38], [-1.14, -2.69, 0.41], [-2.85, -2.37, 0.76], [1.22, -1.12, 1.01], [0.11, -1.20, -0.41], [-0.20, 0.61, 1.77], [3.61, 0.13, -0.97], [2.57, -0.65, -2.15], [2.91, -1.42, -0.77], [3.12, 1.72, 0.46], [2.78, 0.47, 1.52], [1.77, 1.90, 1.35], [0.43, 3.02, -2.48]], "lowdin_charge": [-0.41, -0.13, -0.11, -0.09, -0.08, -0.09, -0.30, -0.42, -0.64, -0.04, -0.07, 0.12, 0.83, 0.09, 0.09, 0.14, 0.13, 0.11, 0.09, 0.08, 0.11, 0.08, 0.11, 0.08, 0.07, 0.11, 0.06, 0.05, 0.06, 0.11, -0.13], "homo_ev": -8.044, "total_energy_ha": -903.15834, "spin_multiplicity": 1, "orbital_gap_ev": 8.37, "fmax_ev_per_a": 5.344}

***

{"formula": "C6H24BrN12O6Pb", "method": "ωB97M-V with the def2-TZVPD basis set", "elements": ["Pb", "Br", "C", "O", "N", "N", "H", "H", "H", "H", "C", "O", "N", "N", "H", "H", "H", "H", "C", "O", "N", "N", "H", "H", "H", "H", "C", "O", "N", "N", "H", "H", "H", "H", "C", "O", "N", "N", "H", "H", "H", "H", "C", "O", "N", "N", "H", "H", "H", "H"], "xyz": [[4.64, -25.79, -10.60], [2.72, -28.05, -10.75], [7.79, -27.44, -10.86], [6.65, -27.30, -10.54], [8.19, -28.20, -11.88], [8.81, -26.85, -10.31], [7.38, -28.56, -12.37], [9.01, -27.91, -12.38], [8.56, -26.28, -9.52], [9.72, -27.13, -10.64], [5.60, -26.96, -7.35], [5.62, -26.28, -8.39], [6.57, -27.66, -7.00], [4.61, -26.98, -6.53], [6.68, -28.18, -6.15], [7.37, -27.51, -7.60], [4.45, -27.67, -5.81], [3.95, -26.22, -6.56], [1.80, -25.44, -7.70], [2.87, -25.42, -8.29], [1.47, -25.15, -6.49], [0.67, -25.72, -8.24], [0.53, -25.10, -6.12], [2.21, -25.01, -5.82], [-0.04, -26.20, -7.71], [0.95, -25.98, -9.17], [5.17, -26.79, -13.98], [4.80, -26.04, -13.09], [6.10, -26.65, -14.95], [4.60, -27.93, -14.17], [6.40, -25.72, -15.19], [6.35, -27.34, -15.64], [5.08, -28.57, -14.77], [4.15, -28.27, -13.33], [2.22, -23.34, -11.69], [2.62, -24.43, -11.40], [1.05, -22.96, -11.96], [3.04, -22.32, -11.72], [0.36, -23.68, -11.84], [0.79, -22.06, -12.35], [4.02, -22.48, -11.58], [2.72, -21.43, -12.06], [5.23, -22.87, -8.63], [5.42, -23.51, -9.61], [5.95, -22.84, -7.57], [4.25, -22.03, -8.38], [5.88, -22.07, -6.92], [6.87, -23.21, -7.77], [4.39, -21.42, -7.59], [3.61, -21.87, -9.13]], "lowdin_charge": [1.52, 0.27, -0.75, -0.08, 0.18, 0.21, 0.11, 0.12, 0.13, 0.14, -0.76, -0.14, 0.22, 0.21, 0.15, 0.13, 0.14, 0.09, -0.77, -0.05, 0.18, 0.18, 0.14, 0.12, 0.14, 0.09, -0.72, -0.12, 0.18, 0.19, 0.12, 0.12, 0.13, 0.07, -0.78, -0.09, 0.22, 0.18, 0.14, 0.14, 0.11, 0.13, -0.79, -0.04, 0.19, 0.19, 0.13, 0.13, 0.13, 0.11], "homo_ev": [-15.139, -15.133], "total_energy_ha": -4118.05248, "spin_multiplicity": 2, "s2": 0.76, "orbital_gap_ev": [10.52, 5.80], "fmax_ev_per_a": 7.253, "total_charge": 2}

***

{"formula": "C30H52BrN5O2SSbSi3V", "method": "ωB97M-V with the def2-TZVPD basis set", "elements": ["V", "Br", "C", "C", "C", "C", "C", "C", "C", "O", "O", "H", "H", "H", "H", "C", "C", "N", "C", "N", "C", "C", "C", "N", "C", "H", "H", "H", "H", "H", "H", "H", "H", "H", "H", "H", "H", "H", "C", "Si", "C", "C", "Sb", "Si", "C", "C", "C", "Si", "C", "C", "C", "H", "H", "H", "H", "H", "H", "H", "H", "H", "H", "H", "H", "H", "H", "H", "H", "H", "H", "H", "H", "H", "H", "H", "H", "H", "H", "H", "N", "C", "S", "N", "C", "C", "C", "C", "C", "C", "H", "H", "H", "H", "H", "H", "H", "H"], "xyz": [[0.39, 0.10, 1.28], [6.97, 4.31, 1.28], [5.45, 3.28, 1.67], [4.41, 3.24, 0.75], [3.28, 2.50, 1.05], [3.19, 1.80, 2.25], [4.24, 1.84, 3.15], [5.38, 2.59, 2.87], [1.96, 1.02, 2.56], [1.98, -0.17, 2.96], [0.81, 1.62, 2.36], [4.48, 3.79, -0.18], [2.45, 2.46, 0.35], [4.18, 1.28, 4.08], [6.20, 2.63, 3.57], [0.95, -5.01, 2.72], [0.82, -3.80, 3.61], [0.26, -2.68, 2.84], [-0.28, -2.79, 1.60], [-0.45, -1.71, 0.85], [-0.92, -1.97, -0.51], [-2.07, -2.96, -0.52], [-1.56, -4.26, 0.06], [-0.65, -4.03, 1.19], [-0.37, -5.20, 2.01], [1.21, -5.89, 3.31], [1.74, -4.85, 1.98], [1.78, -3.48, 4.00], [0.17, -4.02, 4.46], [0.71, -1.79, 3.03], [-0.09, -2.36, -1.11], [-1.22, -1.02, -0.95], [-2.43, -3.13, -1.53], [-2.90, -2.57, 0.08], [-1.03, -4.84, -0.70], [-2.39, -4.88, 0.43], [-0.36, -6.07, 1.35], [-1.17, -5.35, 2.74], [-2.36, 3.52, 3.05], [-1.68, 3.95, 1.39], [-2.85, 5.01, 0.43], [-0.05, 4.79, 1.54], [-1.36, 1.75, 0.16], [-0.66, 2.49, -2.18], [-2.09, 3.12, -3.18], [0.62, 3.80, -2.04], [0.04, 0.96, -2.97], [-3.73, 0.83, -0.04], [-3.95, -0.03, -1.67], [-3.87, -0.31, 1.41], [-5.04, 2.12, 0.10], [-2.58, 4.43, 3.61], [-1.63, 2.93, 3.62], [-3.28, 2.94, 2.97], [-2.75, 6.05, 0.76], [-3.89, 4.70, 0.59], [-2.65, 4.97, -0.64], [-0.15, 5.59, 2.29], [0.26, 5.24, 0.60], [0.73, 4.11, 1.87], [-2.34, 4.14, -2.88], [-2.98, 2.50, -3.06], [-1.82, 3.13, -4.24], [0.15, 4.75, -1.75], [1.09, 3.95, -3.02], [1.39, 3.59, -1.30], [-0.77, 0.34, -3.37], [0.59, 0.36, -2.23], [0.72, 1.22, -3.78], [-3.06, -0.53, -2.04], [-4.25, 0.71, -2.42], [-4.75, -0.77, -1.60], [-2.93, -0.82, 1.63], [-4.65, -1.07, 1.25], [-4.15, 0.28, 2.29], [-4.98, 2.85, -0.71], [-4.98, 2.66, 1.05], [-6.01, 1.63, 0.05], [3.73, 0.42, -1.89], [3.07, -0.73, -1.65], [2.52, -1.08, -0.09], [2.85, -1.50, -2.72], [2.27, -2.81, -2.79], [1.49, -3.10, -3.89], [0.93, -4.36, -4.04], [1.16, -5.34, -3.08], [1.97, -5.04, -1.99], [2.53, -3.79, -1.84], [4.01, 0.96, -1.09], [4.26, 0.56, -2.74], [3.03, -1.08, -3.63], [1.31, -2.33, -4.64], [0.31, -4.57, -4.90], [0.73, -6.32, -3.20], [2.18, -5.81, -1.25], [3.18, -3.57, -1.00]], "lowdin_charge": [0.49, 0.78, -0.70, -0.12, -0.05, -0.15, 0.01, -0.10, -0.62, -0.02, -0.21, 0.10, 0.10, 0.13, 0.11, -0.15, -0.15, 0.10, -0.36, -0.11, -0.23, -0.15, -0.13, -0.02, -0.14, 0.12, 0.12, 0.13, 0.12, 0.09, 0.11, 0.05, 0.12, 0.10, 0.12, 0.13, 0.13, 0.14, -0.21, 0.28, -0.21, -0.21, 1.00, 0.28, -0.21, -0.21, -0.23, 0.29, -0.21, -0.23, -0.22, 0.05, 0.04, 0.02, 0.05, 0.02, 0.02, 0.05, 0.02, 0.02, 0.03, 0.01, 0.05, 0.03, 0.04, 0.01, 0.04, -0.01, 0.04, 0.01, 0.03, 0.05, 0.00, 0.04, 0.04, 0.04, 0.02, 0.05, 0.12, -0.80, 0.75, 0.07, -0.26, -0.03, -0.07, -0.09, -0.08, -0.06, 0.08, 0.12, 0.15, 0.12, 0.11, 0.11, 0.11, 0.08], "homo_ev": [-9.884, -10.763], "total_energy_ha": -6623.56910, "spin_multiplicity": 4, "s2": 3.76, "orbital_gap_ev": [7.92, 8.84], "fmax_ev_per_a": 1.407, "total_charge": 1}